# CH5N4S

A cluster of 2 separate species, CH5N4S in total at a distorted geometry (the ωB97M-V functional and the def2-TZVPD basis, the Open Molecules 2025 dataset).

Calculated values
HOMO energy (eV): -14.064
Relative energy (zero: lowest compared OMol25 entry of this formula, charge and spin) (kcal per mole): 22.3
Kohn-Sham gap (Eh): 0.327

```
! wB97M-V def2-TZVPD RIJCOSX def2/J DEFGRID3
* xyz 1 1
C 1.260 0.292 -0.474
N -1.018 -0.287 0.091
N -1.975 0.303 -0.006
N -2.887 1.021 0.102
N 1.427 -0.882 0.406
S 1.626 1.758 0.053
H 0.935 0.049 -1.478
H -3.646 1.167 -0.537
H 1.949 -1.655 -0.027
H 0.435 -1.180 0.594
H 1.894 -0.587 1.275
*
```


# C10H15NS

The molecule C10H15NS at a distorted geometry (the ωB97M-V functional and the def2-TZVPD basis, the Open Molecules 2025 dataset).

Calculated values
HOMO energy (spin up / spin down) (eV): -7.506 / -7.507
Structure (SMILES): C=S1(=C)CCN=C2CCCC=C21
Relative energy (zero: lowest compared OMol25 entry of this formula, charge and spin) (kcal per mole): 188.3
Kohn-Sham gap (spin up / spin down) (Eh): 0.291 / 0.291

```
! wB97M-V def2-TZVPD RIJCOSX def2/J DEFGRID3
* xyz 0 1
C 1.151 0.814 -0.711
C 0.071 0.203 -0.202
C -0.658 -0.898 -0.928
C 0.247 0.037 3.015
C -0.650 2.435 2.036
C 1.826 0.389 -2.013
C -0.009 -1.345 -2.206
C 1.515 -1.097 -2.132
C -1.879 -1.291 1.011
C -1.959 0.270 1.255
N -1.625 -1.528 -0.380
S -0.313 0.872 1.632
H 1.769 1.577 -0.254
H 1.418 -0.066 3.118
H -0.079 -1.023 3.075
H 0.244 3.026 2.450
H -1.184 3.051 1.202
H 1.404 1.210 -2.673
H 3.022 0.567 -1.968
H -0.213 -2.321 -2.250
H -0.509 -0.775 -3.071
H 1.947 -1.642 -3.048
H 1.784 -1.614 -1.300
H -1.138 -1.674 1.666
H -2.818 -1.915 1.230
H -2.269 0.635 0.370
H -2.796 0.455 2.022
*
```


# C27H81N15O11

A cluster of 11 separate species, C27H81N15O11 in total at a distorted geometry (the ωB97M-V functional and the def2-TZVPD basis, the Open Molecules 2025 dataset).

Calculated values
HOMO energy (spin up / spin down) (eV): -10.445 / -10.445
Expectation value of S²: 0.754
Kohn-Sham gap (spin up / spin down) (Eh): 0.281 / 0.076

```
! wB97M-V def2-TZVPD RIJCOSX def2/J DEFGRID3
* xyz 1 2
C 1.029 -2.422 1.751
C 0.834 -3.562 2.829
O 1.439 -3.276 4.119
H 0.476 -1.493 1.887
H 0.713 -2.743 0.759
H 2.090 -2.189 1.663
H 1.131 -4.555 2.490
H -0.222 -3.732 3.040
H 1.083 -2.405 4.310
C -5.336 -0.519 1.119
O -4.407 -0.992 0.473
N -6.548 -0.419 0.600
N -5.088 -0.072 2.285
H -6.723 -0.833 -0.304
H -7.347 -0.037 1.086
H -5.869 -0.204 2.911
H -4.143 -0.132 2.638
C 5.460 1.445 2.414
O 5.204 1.913 1.302
N 5.623 0.141 2.488
N 5.423 2.001 3.543
H 6.110 -0.239 3.287
H 5.410 -0.472 1.714
H 5.270 2.995 3.639
H 5.688 1.466 4.357
C 4.396 -1.547 -0.140
O 4.743 -1.855 0.939
N 3.591 -0.576 -0.370
N 4.756 -2.039 -1.310
H 3.371 -0.171 -1.268
H 3.213 -0.146 0.462
H 5.451 -2.772 -1.309
H 4.198 -1.750 -2.101
C -3.542 -2.007 -4.469
O -3.610 -2.554 -5.577
N -4.505 -2.054 -3.490
N -2.454 -1.457 -4.090
H -4.432 -1.269 -2.858
H -5.417 -2.277 -3.862
H -2.469 -1.035 -3.173
H -1.802 -1.124 -4.787
C -2.480 -4.582 -0.170
O -1.606 -4.495 0.720
N -3.741 -4.522 0.111
N -2.434 -4.763 -1.504
H -3.993 -4.084 0.986
H -4.493 -4.752 -0.523
H -3.273 -4.791 -2.065
H -1.533 -4.788 -1.959
C -4.626 2.773 -4.911
C -3.589 2.294 -3.886
C -2.584 3.401 -3.405
O -1.624 3.711 -4.371
C -0.685 4.678 -3.952
N -4.344 1.643 -2.799
H -4.261 3.306 -5.788
H -5.177 3.510 -4.326
H -5.225 1.981 -5.362
H -3.064 1.436 -4.306
H -2.092 3.079 -2.487
H -3.095 4.304 -3.072
H 0.090 5.020 -4.637
H -0.172 4.295 -3.069
H -1.181 5.602 -3.656
H -3.583 1.183 -2.321
H -4.914 0.912 -3.199
C 2.199 4.406 2.638
C 2.912 5.088 1.512
C 2.600 6.617 1.455
O 1.201 7.032 1.326
C 1.081 8.353 1.115
N 4.264 4.780 1.467
H 1.110 4.360 2.647
H 2.573 4.991 3.478
H 2.559 3.390 2.801
H 2.454 4.739 0.586
H 3.198 6.887 0.584
H 3.052 7.083 2.330
H 1.717 9.028 1.687
H 0.091 8.808 1.145
H 1.446 8.400 0.089
H 4.790 5.209 0.718
H 4.351 3.781 1.344
C -1.934 1.783 2.957
C -1.147 0.604 3.506
C 0.306 0.892 4.018
O 0.932 -0.290 4.493
C 2.359 -0.292 4.518
N -1.810 0.064 4.731
H -2.906 1.524 2.537
H -1.416 2.362 2.193
H -2.144 2.554 3.698
H -1.053 -0.159 2.734
H 0.411 1.739 4.697
H 0.775 1.259 3.105
H 2.700 -1.303 4.741
H 2.777 0.313 5.322
H 2.829 -0.031 3.569
H -2.145 0.883 5.218
H -1.027 -0.195 5.314
C 2.823 -5.357 -0.054
C 1.482 -5.508 -0.778
C 1.485 -4.955 -2.227
O 0.074 -5.126 -2.690
C -0.155 -4.479 -3.911
N 1.265 -6.969 -0.706
H 3.291 -4.408 -0.316
H 3.562 -6.057 -0.445
H 2.679 -5.495 1.017
H 0.776 -4.884 -0.229
H 2.214 -5.524 -2.802
H 1.834 -3.924 -2.282
H 0.797 -4.466 -4.443
H -0.412 -3.440 -3.705
H -0.873 -5.018 -4.529
H 0.519 -7.205 -1.345
H 2.042 -7.465 -1.121
C -0.059 -1.158 -1.946
C -0.884 -0.448 -0.797
C -0.280 0.874 -0.392
O 1.096 0.711 0.098
C 1.702 1.971 0.222
N -2.232 -0.433 -1.270
H -0.276 -2.222 -1.849
H 1.018 -1.157 -1.781
H -0.238 -0.816 -2.965
H -0.711 -0.943 0.158
H -1.049 1.203 0.308
H -0.245 1.576 -1.225
H 1.052 2.845 0.266
H 2.380 2.085 -0.624
H 2.431 1.900 1.029
H -2.819 -0.374 -0.450
H -2.499 -1.370 -1.535
*
```


# C4H4FN3O2

The molecule C4H4FN3O2 at a distorted geometry (the ωB97M-V functional and the def2-TZVPD basis, the Open Molecules 2025 dataset).

Calculated values
HOMO energy (eV): -8.859
Relative energy (zero: lowest compared OMol25 entry of this formula, charge and spin) (kcal per mole): 51.4
Kohn-Sham gap (Eh): 0.323

```
! wB97M-V def2-TZVPD RIJCOSX def2/J DEFGRID3
* xyz 0 1
C -0.251 -0.720 -1.139
C 0.185 0.999 0.280
C -2.039 -0.026 0.076
C 0.914 -0.222 0.517
N -1.477 -0.891 -1.007
N -1.193 0.863 0.629
N 2.236 -0.282 0.321
O 0.569 2.004 -0.323
O -3.166 -0.230 0.414
F 0.474 -1.121 1.339
H 0.478 -1.107 -1.874
H -1.726 1.728 1.070
H 2.509 -1.266 0.244
H 2.487 0.273 -0.548
*
```


# C23H45AsBGeMgN6SSe

A structure of composition C23H45AsBGeMgN6SSe at a distorted geometry (the ωB97M-V functional and the def2-TZVPD basis, the Open Molecules 2025 dataset).

Calculated values
HOMO energy (eV): -10.646
Relative energy (zero: lowest compared OMol25 entry of this formula, charge and spin) (kcal per mole): 17.5
Kohn-Sham gap (Eh): 0.319

```
! wB97M-V def2-TZVPD RIJCOSX def2/J DEFGRID3
* xyz 1 1
Mg 0.309 -0.667 0.831
C 1.991 -3.319 -1.276
C 0.525 -3.073 -1.220
C -0.498 -3.596 -2.012
C -1.674 -3.109 -1.466
C -3.056 -3.325 -1.965
N -1.347 -2.349 -0.405
N -0.012 -2.319 -0.270
B -2.210 -1.857 0.775
N -1.481 -2.278 2.064
N -0.248 -1.827 2.339
C 0.170 -2.396 3.461
C 1.518 -2.087 4.010
C -0.827 -3.245 3.938
C -1.862 -3.147 3.018
C -3.166 -3.856 3.050
N -2.322 -0.328 0.753
N -1.319 0.411 1.252
C -1.721 1.674 1.324
C -0.866 2.724 1.936
C -3.026 1.760 0.838
C -3.374 0.467 0.479
C -4.652 0.021 -0.131
H 2.343 -3.364 -2.305
H 2.219 -4.277 -0.807
H 2.522 -2.536 -0.729
H -0.405 -4.247 -2.857
H -3.017 -4.003 -2.813
H -3.501 -2.386 -2.289
H -3.693 -3.750 -1.194
H -3.284 -2.347 0.726
H 2.041 -1.428 3.314
H 2.096 -2.999 4.147
H 1.428 -1.600 4.979
H -0.813 -3.852 4.822
H -3.220 -4.468 3.945
H -3.283 -4.495 2.177
H -3.990 -3.145 3.050
H 0.137 2.330 2.100
H -1.292 3.025 2.893
H -0.809 3.610 1.308
H -3.644 2.631 0.761
H -5.411 0.780 0.041
H -4.983 -0.924 0.290
H -4.540 -0.112 -1.207
C 0.180 4.726 -4.274
Ge -0.532 2.944 -3.755
C -2.497 2.958 -3.500
C -0.071 1.641 -5.181
C 0.198 2.313 -1.976
Se 0.116 0.365 -1.811
C 1.876 0.054 -2.570
H -0.264 5.025 -5.218
H 1.255 4.687 -4.411
H -0.050 5.487 -3.538
H -3.001 2.998 -4.460
H -2.814 3.817 -2.914
H -2.810 2.054 -2.983
H -0.693 1.838 -6.051
H -0.255 0.621 -4.852
H 0.967 1.736 -5.489
H -0.413 2.716 -1.169
H 1.239 2.576 -1.793
H 1.963 0.650 -3.475
H 1.971 -1.000 -2.808
H 2.631 0.358 -1.848
C 5.683 0.641 1.494
As 4.060 1.565 2.056
C 3.844 1.339 3.985
C 4.426 3.455 1.740
S 2.398 0.990 0.921
H 6.553 1.077 1.979
H 5.793 0.746 0.411
H 5.630 -0.421 1.739
H 4.642 1.841 4.527
H 3.854 0.279 4.242
H 2.886 1.768 4.288
H 5.362 3.739 2.221
H 3.614 4.069 2.135
H 4.509 3.628 0.664
*
```


# C27H25N3O6

The molecule C27H25N3O6 at a distorted geometry (the ωB97M-V functional and the def2-TZVPD basis, the Open Molecules 2025 dataset).

Calculated values
HOMO energy (eV): -6.632
Relative energy (zero: lowest compared OMol25 entry of this formula, charge and spin) (kcal per mole): 125.9
Kohn-Sham gap (Eh): 0.243

```
! wB97M-V def2-TZVPD RIJCOSX def2/J DEFGRID3
* xyz 0 1
C 2.029 2.026 3.054
O 2.530 0.773 2.534
C 3.497 0.821 1.592
C 4.354 1.910 1.342
C 5.352 1.771 0.379
C 5.543 0.580 -0.318
C 4.671 -0.503 -0.069
O 4.775 -1.741 -0.607
C 5.875 -2.027 -1.501
C 3.603 -0.326 0.810
N 2.739 -1.440 1.064
C 1.379 -1.499 0.960
C 0.541 -0.398 0.446
C -0.844 -0.646 0.240
C -1.853 0.395 0.021
C -3.177 -0.064 0.638
C -3.784 0.568 1.730
C -5.100 0.242 2.080
C -5.800 -0.735 1.366
C -5.148 -1.442 0.351
C -3.814 -1.148 0.042
O 1.062 0.720 0.222
N 1.024 -2.712 1.464
C -0.304 -3.268 1.632
C 2.159 -3.421 1.840
C 3.223 -2.637 1.598
H 1.237 1.736 3.747
H 2.822 2.573 3.581
H 1.610 2.641 2.247
H 4.218 2.839 1.896
H 6.010 2.613 0.174
H 6.342 0.467 -1.054
H 5.737 -3.075 -1.768
H 5.820 -1.395 -2.397
H 6.846 -1.888 -1.005
H -1.112 -1.640 -0.118
H -1.544 1.386 0.370
H -3.216 1.306 2.300
H -5.587 0.757 2.913
H -6.848 -0.944 1.589
H -5.655 -2.217 -0.229
H -3.302 -1.749 -0.707
H -0.204 -4.141 2.287
H -0.986 -2.554 2.105
H -0.720 -3.612 0.677
H 2.100 -4.420 2.242
H 4.274 -2.810 1.755
O -2.083 0.398 -1.393
C -2.515 1.474 -2.104
C -3.383 1.247 -3.214
N -3.715 -0.100 -3.617
O -3.527 -1.081 -2.874
O -4.201 -0.216 -4.773
C -3.727 2.275 -4.099
C -3.305 3.571 -3.821
C -2.471 3.816 -2.716
C -2.058 2.776 -1.873
H -4.291 2.002 -4.989
H -3.611 4.379 -4.479
H -2.117 4.830 -2.517
H -1.368 2.958 -1.040
*
```


# C22H44BaN9O2Se3Si

A structure of composition C22H44BaN9O2Se3Si at a distorted geometry (the ωB97M-V functional and the def2-TZVPD basis, the Open Molecules 2025 dataset).

Calculated values
HOMO energy (eV): -7.742
Relative energy (zero: lowest compared OMol25 entry of this formula, charge and spin) (kcal per mole): 76.3
Kohn-Sham gap (Eh): 0.142

```
! wB97M-V def2-TZVPD RIJCOSX def2/J DEFGRID3
* xyz 1 1
Ba -0.858 -0.138 -0.595
C -0.768 -3.403 4.510
Se -0.318 -2.335 2.932
C 0.937 -3.610 2.109
C 0.305 -4.818 1.450
Se -0.537 -4.433 -0.294
C -2.353 -4.134 0.361
H 0.133 -3.577 5.092
H -1.210 -4.346 4.199
H -1.485 -2.836 5.095
H 1.604 -3.930 2.911
H 1.500 -3.021 1.379
H -0.455 -5.295 2.072
H 1.078 -5.558 1.234
H -2.755 -5.076 0.728
H -2.968 -3.784 -0.468
H -2.329 -3.395 1.158
C -1.211 1.059 -5.972
O -1.547 0.417 -4.751
C -1.815 1.080 -3.636
O -1.889 0.458 -2.594
N -1.983 2.417 -3.684
N -2.233 3.097 -2.488
H -1.012 0.253 -6.674
H -0.302 1.652 -5.856
H -2.027 1.670 -6.365
H -1.992 2.912 -4.571
H -3.173 3.485 -2.467
H -1.550 3.833 -2.334
C 3.637 -0.549 0.849
Si 2.645 0.272 -0.603
C 3.056 2.218 -0.417
C 4.555 2.539 -0.413
C 2.393 3.024 -1.536
C 2.467 2.702 0.909
C 3.377 -0.595 -2.242
C 2.763 -0.002 -3.513
C 2.992 -2.076 -2.193
C 4.904 -0.515 -2.362
H 4.636 -0.129 0.944
H 3.751 -1.619 0.703
H 3.128 -0.406 1.797
H 5.034 2.213 -1.330
H 5.056 2.054 0.419
H 4.714 3.614 -0.316
H 2.869 2.832 -2.494
H 2.482 4.093 -1.335
H 1.330 2.768 -1.613
H 2.912 2.168 1.743
H 1.387 2.534 0.928
H 2.665 3.767 1.039
H 1.671 -0.009 -3.454
H 3.068 -0.589 -4.380
H 3.100 1.019 -3.671
H 1.910 -2.197 -2.098
H 3.471 -2.573 -1.354
H 3.318 -2.576 -3.104
H 5.238 0.507 -2.515
H 5.240 -1.103 -3.216
H 5.388 -0.907 -1.473
N -0.642 3.293 4.888
N -1.117 3.172 3.630
N -1.715 4.152 3.007
C -2.058 3.574 1.861
N -1.669 2.305 1.819
N -1.073 2.061 2.950
H -0.408 4.252 5.110
H 0.091 2.618 5.073
H -2.573 4.079 1.072
Se -3.667 -0.909 -1.176
N -2.942 -0.558 0.349
C -3.874 -0.627 1.300
C -3.659 -0.450 2.676
C -4.713 -0.648 3.523
C -5.996 -0.982 3.041
C -6.250 -1.114 1.705
C -5.181 -0.958 0.804
N -5.237 -1.140 -0.514
H -2.670 -0.185 3.027
H -4.569 -0.555 4.591
H -6.792 -1.143 3.753
H -7.230 -1.360 1.329
*
```


# C9H14

A cluster of 2 separate species, C9H14 in total at a distorted geometry (the ωB97M-V functional and the def2-TZVPD basis, the Open Molecules 2025 dataset).

Calculated values
HOMO energy (eV): -9.129
Structure (SMILES): Cc1ccccc1.CC
Relative energy (zero: lowest compared OMol25 entry of this formula, charge and spin) (kcal per mole): 14.4
Kohn-Sham gap (Eh): 0.373

```
! wB97M-V def2-TZVPD RIJCOSX def2/J DEFGRID3
* xyz 0 1
C -1.591 -1.728 1.901
C -2.001 -0.356 -1.615
C -1.518 0.946 -1.466
C -1.856 -1.257 -0.572
C -1.336 -0.850 0.680
C -0.883 1.352 -0.313
C -0.924 0.446 0.759
H -2.427 -0.578 -2.587
H -1.563 1.573 -2.356
H -2.266 -2.253 -0.645
H -0.370 2.291 -0.167
H -0.736 -2.047 2.495
H -2.009 -2.671 1.526
H -0.386 0.772 1.656
H -2.362 -1.218 2.464
C 2.685 0.146 0.293
C 2.963 1.211 -0.774
H 3.530 -0.455 0.597
H 2.329 0.691 1.185
H 1.829 -0.448 -0.021
H 2.024 1.699 -1.069
H 3.315 0.774 -1.706
H 3.551 1.959 -0.265
*
```